Formula: C5H18NO5
Source: the Open Molecules 2025 dataset
Level of theory: ωB97M-V/def2-TZVPD

Atoms and positions in Å:
C  -0.5249  -1.0476  1.9819
O  -0.7070  -1.9081  2.9294
C  0.4755  -1.5876  0.8764
C  0.7065  -0.6020  -0.2416
C  1.9442  -1.0241  -1.0549
C  1.4455  0.5251  -2.8433
N  2.2893  -0.2219  -2.2307
H  -1.5477  -0.8340  1.4181
H  -0.1768  -0.0211  2.3548
H  0.0545  -2.5289  0.5566
H  1.3726  -1.8496  1.3935
H  0.8955  0.4393  0.1285
H  -0.1640  -0.4888  -0.8913
H  1.8762  -2.1143  -1.4435
H  2.8393  -1.0066  -0.4532
H  1.8053  1.0391  -3.7079
H  0.3331  0.6926  -2.5620
H  0.1418  2.6861  -1.3084
H  -1.3434  2.3509  -1.2902
O  -0.6382  2.6299  -1.8606
H  -2.5633  -0.9200  0.8891
H  -3.0330  -1.1628  -0.6050
O  -3.2220  -0.6477  0.1647
H  -2.7708  1.0020  0.0388
H  -1.8064  1.8662  0.8744
O  -2.3347  1.8651  0.0476
H  2.2057  0.7845  1.8804
H  0.8454  0.7496  2.6091
O  1.6016  1.3349  2.3492

Forces on the atoms, in the same order (eV/Å):
-0.211 -1.138 -0.252
-0.080 -0.399 0.888
-1.504 1.462 0.620
1.000 0.371 -0.611
-0.835 -0.741 -1.304
-0.982 -1.258 1.824
-0.685 0.715 -0.907
1.938 0.437 0.724
-0.826 -0.501 -0.619
-0.237 -0.276 -0.369
0.853 0.000 0.455
-0.135 -0.809 -0.047
-0.081 -0.262 0.019
-0.084 1.568 0.668
0.230 -0.064 0.512
0.162 0.442 -0.562
1.899 -0.321 -0.374
0.072 -0.027 0.190
-0.883 -0.379 1.039
0.955 0.638 -1.369
-0.966 0.169 -1.241
0.335 -0.596 -0.601
-0.651 0.223 1.000
-0.179 -0.623 0.002
-0.445 -0.064 -0.754
0.522 0.820 0.950
0.567 -0.754 -0.465
1.012 0.532 -0.350
-0.761 0.835 0.931

## Properties
total charge: -1
gap between HOMO and LUMO: 6.83 eV
energy relative to the best compared isomer or geometry (same formula, charge and spin): 60.2 kcal per mole
largest force on an atom: 2.42 eV/A
LUMO energy: 3.26 eV

Löwdin population analysis, charges in e, atoms 1 to 2:
1 C -0.53
2 O -0.28

Formula: C5H19N2O3P3S
Source: the Open Molecules 2025 dataset
Level of theory: ωB97M-V/def2-TZVPD

Atoms and positions in Å:
C  -0.7032  0.4632  2.0818
P  -1.1144  1.6816  0.6268
C  -1.5737  3.5064  0.9529
P  -3.2175  1.0061  0.7076
S  -3.7994  0.8163  -1.1779
P  1.0154  2.0914  0.3972
N  1.3348  3.3245  -0.6413
O  1.7921  2.5401  1.9087
O  1.7672  0.6640  -0.3459
H  0.4519  0.1886  2.0453
H  -0.9246  0.9897  3.1299
H  -1.2783  -0.5581  1.9745
H  -1.0893  1.1329  -0.7362
H  -0.9834  4.0267  1.8190
H  -1.4723  4.2060  -0.0056
H  -2.7256  3.5747  1.2544
H  -3.3470  -0.3277  1.2907
H  -4.0744  1.8752  1.4750
H  0.4277  3.7131  -0.9805
H  1.1700  2.4401  2.6877
H  1.2370  0.5199  -1.2076
C  2.7157  -3.4472  -1.8728
N  1.4219  -3.0248  -1.3769
C  0.2924  -3.9195  -1.5233
C  1.2319  -1.8009  -0.7715
O  0.1674  -1.3842  -0.3317
H  2.6383  -3.6374  -2.9471
H  3.0096  -4.3660  -1.3576
H  3.4745  -2.6794  -1.6981
H  -0.4821  -3.4213  -2.1143
H  -0.1125  -4.1466  -0.5323
H  0.5945  -4.8462  -2.0186
H  2.1554  -1.2013  -0.7123

Forces on the atoms, in the same order (eV/Å):
0.963 -0.745 1.047
0.581 -0.875 1.614
-1.392 2.002 0.072
-2.442 -1.330 -1.164
0.115 0.344 0.353
3.726 3.130 -2.714
-1.592 -2.060 1.506
-1.801 -1.657 -1.182
-1.684 2.755 0.839
-2.427 0.582 0.094
0.269 -1.182 -2.233
1.064 2.241 0.283
-0.313 0.464 0.776
-0.789 -1.260 -1.698
-0.016 -1.804 2.029
2.529 -0.258 -0.653
0.091 1.220 0.172
0.424 -0.600 0.005
0.968 -0.288 0.355
0.989 -0.151 -1.401
1.088 0.752 2.012
-0.182 -0.022 0.029
-0.186 1.351 0.677
-0.241 0.152 0.111
0.241 -1.467 -0.479
0.086 -0.697 -0.370
0.204 -0.048 0.061
0.160 0.043 -0.143
-0.197 -0.079 0.009
-0.040 -0.206 0.098
-0.101 -0.081 -0.191
0.032 0.223 0.096
-0.126 -0.451 -0.012

## Properties
SMILES: C[PH](C)([PH2]=S)P(=N)(O)O.CN(C)C=O
total charge: 0
gap between HOMO and LUMO: 8.36 eV
largest force on an atom: 5.57 eV/A
LUMO energy: 0.23 eV

Löwdin population analysis, charges in e, atoms 1 to 2:
1 C -0.33
2 P 0.41

Formula: C5H19NO6
Source: the Open Molecules 2025 dataset
Level of theory: ωB97M-V/def2-TZVPD

Atoms and positions in Å:
C  -1.0284  2.7458  1.0320
C  -0.4864  1.5459  0.2799
C  -0.7420  0.2992  1.1948
C  0.3803  -0.0351  2.2520
O  -0.3221  -0.2498  3.4196
N  -0.9489  -0.9674  0.3812
C  -0.3943  -1.2567  -0.8909
O  0.4477  -0.4804  -1.2777
H  -2.0048  3.0906  0.7851
H  -0.9475  2.5346  2.1624
H  -0.3041  3.6444  0.9869
H  -0.9453  1.4819  -0.7242
H  0.5871  1.7777  -0.0278
H  -1.6472  0.5761  1.8225
H  1.0015  -0.8518  2.0508
H  1.0574  0.8274  2.3857
H  0.2743  -0.5723  4.1467
H  -1.7516  -1.4702  0.6880
H  -0.7505  -2.1565  -1.2859
O  -0.2173  -0.6206  -3.9026
H  0.3540  -0.0102  -4.3861
H  0.0009  -0.4010  -2.9775
O  3.1389  -2.1149  0.3822
H  2.6969  -1.3285  0.5584
H  2.4410  -2.4880  -0.3160
O  2.6056  0.4199  0.2441
H  3.1553  0.1950  -0.4918
H  1.7104  0.1547  0.0631
O  -2.3413  -1.6641  -2.6219
H  -3.1324  -1.2244  -2.5055
H  -1.8871  -1.4014  -3.4273

Forces on the atoms, in the same order (eV/Å):
2.788 1.586 2.466
0.842 0.500 -0.602
1.181 -0.777 -1.276
-0.642 2.949 -0.425
-0.132 -1.008 2.806
-0.172 0.385 -1.061
-1.096 2.210 5.552
1.226 -0.006 -1.622
-0.817 0.011 -0.176
-0.549 0.263 -1.507
-1.224 -1.182 -0.408
-0.255 -0.383 0.685
-1.212 -0.733 0.945
0.852 -0.983 -1.015
0.698 -1.463 -1.009
-0.196 -0.002 -0.254
-0.823 0.502 -1.183
-0.332 -0.698 -0.093
-0.253 -1.283 -0.996
0.329 0.521 -0.200
-0.238 -0.253 -0.229
0.106 -0.246 -0.020
-1.532 -4.186 -3.106
-0.653 2.654 1.072
2.535 0.705 2.141
0.379 1.095 1.473
0.232 -0.247 -0.823
-0.600 0.033 -0.924
2.083 -1.928 0.161
-2.438 1.535 -0.076
-0.089 0.431 -0.298

## Properties
SMILES: CC[C@H](CO)NC=O.O.O.O.O
total charge: 0
gap between HOMO and LUMO: 10.47 eV
energy relative to the best compared isomer or geometry (same formula, charge and spin): 64.8 kcal per mole
largest force on an atom: 6.08 eV/A
LUMO energy: 0.52 eV

Löwdin population analysis, charges in e, atoms 1 to 2:
1 C -0.12
2 C -0.23

Formula: C5H19O8
Source: the Open Molecules 2025 dataset
Level of theory: ωB97M-V/def2-TZVPD

Atoms and positions in Å:
O  0.8928  1.6853  0.5301
C  0.2793  0.6619  0.6176
O  0.1173  -0.0602  1.6830
C  -0.4569  0.1718  -0.6577
C  -0.5219  1.1266  -1.8447
C  0.8079  0.9383  -2.6257
C  1.0078  -0.4499  -3.2689
O  2.2055  -0.2763  -3.9863
H  0.0932  -0.7276  -0.8540
H  -1.4495  -0.1285  -0.3182
H  -1.3431  0.8725  -2.4942
H  -0.7354  2.2424  -1.5246
H  1.5582  0.9438  -1.7955
H  0.7067  1.7130  -3.4148
H  0.8492  -1.0585  -2.3182
H  0.3610  -0.5315  -4.1425
H  2.9458  -0.3936  -3.3709
H  -1.4031  -1.7286  1.9058
H  -0.3401  -2.6706  1.9517
O  -1.3003  -2.6969  1.8512
H  0.6824  3.5801  -0.5178
H  1.9185  3.4885  -1.3279
O  1.1795  4.0852  -1.1767
H  -1.0547  -0.6412  3.6949
H  -1.7854  0.5193  3.1723
O  -1.9837  -0.1750  3.8197
H  1.5765  -0.6853  3.2268
H  0.3813  0.0041  3.6296
O  0.9113  -0.7526  3.8683
H  -1.9072  -3.8540  -0.5676
H  -2.2473  -3.0234  0.7260
O  -2.7106  -3.3862  -0.2124

Forces on the atoms, in the same order (eV/Å):
2.010 2.848 0.081
-2.415 -2.297 0.712
-0.135 0.693 -1.820
-0.933 0.464 1.418
0.578 0.761 0.815
-1.902 0.658 0.569
-1.366 2.780 0.668
2.092 -1.614 0.563
-0.116 -0.714 -0.425
-0.010 -0.201 -0.093
-0.502 -0.267 -0.288
0.797 -2.237 -0.532
0.125 1.037 -1.161
1.417 -0.241 0.533
0.896 -0.743 -2.269
-1.006 -0.848 0.800
-0.103 0.200 -0.329
-0.408 0.163 -0.017
0.195 -0.545 -0.178
0.544 0.979 0.819
0.071 -0.126 0.103
0.039 -0.013 -0.068
-0.020 0.100 0.031
-2.940 0.565 0.783
-0.533 0.166 -0.010
3.115 -0.979 -0.816
1.316 -0.024 -1.634
0.133 0.604 -0.329
-0.723 -0.757 2.793
-1.313 0.656 0.317
-1.359 -1.359 -3.151
2.457 0.292 2.115

## Properties
total charge: -1
gap between HOMO and LUMO: 8.85 eV
energy relative to the best compared isomer or geometry (same formula, charge and spin): 73.2 kcal per mole
largest force on an atom: 3.69 eV/A
LUMO energy: 2.95 eV

Löwdin population analysis, charges in e, atoms 1 to 2:
1 O 0.02
2 C -0.67

Q: The lowest largest force on an atom belongs to which entry?
A: C5H18NO5

Copy entry 4 word for word.
Formula: C5H19O8
Source: the Open Molecules 2025 dataset
Level of theory: ωB97M-V/def2-TZVPD

Atoms and positions in Å:
O  0.8928  1.6853  0.5301
C  0.2793  0.6619  0.6176
O  0.1173  -0.0602  1.6830
C  -0.4569  0.1718  -0.6577
C  -0.5219  1.1266  -1.8447
C  0.8079  0.9383  -2.6257
C  1.0078  -0.4499  -3.2689
O  2.2055  -0.2763  -3.9863
H  0.0932  -0.7276  -0.8540
H  -1.4495  -0.1285  -0.3182
H  -1.3431  0.8725  -2.4942
H  -0.7354  2.2424  -1.5246
H  1.5582  0.9438  -1.7955
H  0.7067  1.7130  -3.4148
H  0.8492  -1.0585  -2.3182
H  0.3610  -0.5315  -4.1425
H  2.9458  -0.3936  -3.3709
H  -1.4031  -1.7286  1.9058
H  -0.3401  -2.6706  1.9517
O  -1.3003  -2.6969  1.8512
H  0.6824  3.5801  -0.5178
H  1.9185  3.4885  -1.3279
O  1.1795  4.0852  -1.1767
H  -1.0547  -0.6412  3.6949
H  -1.7854  0.5193  3.1723
O  -1.9837  -0.1750  3.8197
H  1.5765  -0.6853  3.2268
H  0.3813  0.0041  3.6296
O  0.9113  -0.7526  3.8683
H  -1.9072  -3.8540  -0.5676
H  -2.2473  -3.0234  0.7260
O  -2.7106  -3.3862  -0.2124

Forces on the atoms, in the same order (eV/Å):
2.010 2.848 0.081
-2.415 -2.297 0.712
-0.135 0.693 -1.820
-0.933 0.464 1.418
0.578 0.761 0.815
-1.902 0.658 0.569
-1.366 2.780 0.668
2.092 -1.614 0.563
-0.116 -0.714 -0.425
-0.010 -0.201 -0.093
-0.502 -0.267 -0.288
0.797 -2.237 -0.532
0.125 1.037 -1.161
1.417 -0.241 0.533
0.896 -0.743 -2.269
-1.006 -0.848 0.800
-0.103 0.200 -0.329
-0.408 0.163 -0.017
0.195 -0.545 -0.178
0.544 0.979 0.819
0.071 -0.126 0.103
0.039 -0.013 -0.068
-0.020 0.100 0.031
-2.940 0.565 0.783
-0.533 0.166 -0.010
3.115 -0.979 -0.816
1.316 -0.024 -1.634
0.133 0.604 -0.329
-0.723 -0.757 2.793
-1.313 0.656 0.317
-1.359 -1.359 -3.151
2.457 0.292 2.115

## Properties
total charge: -1
gap between HOMO and LUMO: 8.85 eV
energy relative to the best compared isomer or geometry (same formula, charge and spin): 73.2 kcal per mole
largest force on an atom: 3.69 eV/A
LUMO energy: 2.95 eV

Löwdin population analysis, charges in e, atoms 1 to 2:
1 O 0.02
2 C -0.67

Repeat the first record exactly.
Formula: C5H18NO5
Source: the Open Molecules 2025 dataset
Level of theory: ωB97M-V/def2-TZVPD

Atoms and positions in Å:
C  -0.5249  -1.0476  1.9819
O  -0.7070  -1.9081  2.9294
C  0.4755  -1.5876  0.8764
C  0.7065  -0.6020  -0.2416
C  1.9442  -1.0241  -1.0549
C  1.4455  0.5251  -2.8433
N  2.2893  -0.2219  -2.2307
H  -1.5477  -0.8340  1.4181
H  -0.1768  -0.0211  2.3548
H  0.0545  -2.5289  0.5566
H  1.3726  -1.8496  1.3935
H  0.8955  0.4393  0.1285
H  -0.1640  -0.4888  -0.8913
H  1.8762  -2.1143  -1.4435
H  2.8393  -1.0066  -0.4532
H  1.8053  1.0391  -3.7079
H  0.3331  0.6926  -2.5620
H  0.1418  2.6861  -1.3084
H  -1.3434  2.3509  -1.2902
O  -0.6382  2.6299  -1.8606
H  -2.5633  -0.9200  0.8891
H  -3.0330  -1.1628  -0.6050
O  -3.2220  -0.6477  0.1647
H  -2.7708  1.0020  0.0388
H  -1.8064  1.8662  0.8744
O  -2.3347  1.8651  0.0476
H  2.2057  0.7845  1.8804
H  0.8454  0.7496  2.6091
O  1.6016  1.3349  2.3492

Forces on the atoms, in the same order (eV/Å):
-0.211 -1.138 -0.252
-0.080 -0.399 0.888
-1.504 1.462 0.620
1.000 0.371 -0.611
-0.835 -0.741 -1.304
-0.982 -1.258 1.824
-0.685 0.715 -0.907
1.938 0.437 0.724
-0.826 -0.501 -0.619
-0.237 -0.276 -0.369
0.853 0.000 0.455
-0.135 -0.809 -0.047
-0.081 -0.262 0.019
-0.084 1.568 0.668
0.230 -0.064 0.512
0.162 0.442 -0.562
1.899 -0.321 -0.374
0.072 -0.027 0.190
-0.883 -0.379 1.039
0.955 0.638 -1.369
-0.966 0.169 -1.241
0.335 -0.596 -0.601
-0.651 0.223 1.000
-0.179 -0.623 0.002
-0.445 -0.064 -0.754
0.522 0.820 0.950
0.567 -0.754 -0.465
1.012 0.532 -0.350
-0.761 0.835 0.931

## Properties
total charge: -1
gap between HOMO and LUMO: 6.83 eV
energy relative to the best compared isomer or geometry (same formula, charge and spin): 60.2 kcal per mole
largest force on an atom: 2.42 eV/A
LUMO energy: 3.26 eV

Löwdin population analysis, charges in e, atoms 1 to 2:
1 C -0.53
2 O -0.28

Q: Which value of LUMO energy does entry 3 give?
A: 0.52 eV